Entry 1:
{
  "formula": "C26H51AsI2IrN7O3PSi2",
  "method": "ωB97M-V/def2-TZVPD",
  "s2": 8.793,
  "multiplicity": 6,
  "homo_lumo_gap_ev": [8.00, 5.96],
  "total_charge": 2,
  "e_above_lowest_kcal_mol": 13.2,
  "species": ["Ir", "I", "C", "C", "C", "I", "C", "O", "C", "C", "N", "C", "C", "C", "C", "C", "C", "N", "C", "H", "H", "H", "H", "H", "H", "H", "H", "H", "H", "H", "C", "Si", "C", "C", "As", "Si", "C", "C", "C", "H", "H", "H", "H", "H", "H", "H", "H", "H", "H", "H", "H", "H", "H", "H", "H", "H", "H", "C", "N", "C", "P", "O", "N", "C", "C", "N", "C", "C", "H", "H", "H", "H", "H", "H", "H", "H", "H", "H", "H", "H", "H", "H", "H", "H", "H", "H", "N", "C", "N", "O", "H", "H", "H", "H"],
  "positions_angstrom": [[-0.546, 0.679, -0.344], [5.303, 0.323, 5.102], [4.034, 0.560, 3.467], [4.458, 1.302, 2.360], [3.588, 1.477, 1.322], [4.169, 2.545, -0.373], [2.229, 0.959, 1.328], [1.460, 1.281, 0.387], [1.867, 0.133, 2.456], [0.509, -0.502, 2.645], [-0.199, -0.904, 1.429], [-1.421, -1.635, 1.766], [-2.369, -1.768, 0.603], [-3.461, -2.623, 0.690], [-4.317, -2.735, -0.391], [-4.042, -2.005, -1.541], [-2.942, -1.172, -1.545], [-2.131, -1.043, -0.489], [2.763, -0.032, 3.482], [5.451, 1.727, 2.332], [-0.139, 0.196, 3.185], [0.650, -1.372, 3.296], [0.402, -1.511, 0.872], [-1.923, -1.091, 2.569], [-1.194, -2.635, 2.151], [-3.628, -3.198, 1.592], [-5.176, -3.390, -0.342], [-4.670, -2.081, -2.417], [-2.680, -0.588, -2.418], [2.471, -0.631, 4.336], [-2.260, 5.618, -1.048], [-3.360, 4.091, -1.072], [-4.704, 4.129, -2.386], [-4.182, 3.877, 0.607], [-1.935, 2.231, -1.655], [-0.700, 2.899, -3.621], [-0.517, 1.258, -4.537], [0.888, 3.664, -2.957], [-1.758, 4.057, -4.660], [-2.842, 6.477, -0.706], [-1.860, 5.856, -2.033], [-1.424, 5.480, -0.360], [-5.314, 5.027, -2.263], [-5.363, 3.265, -2.291], [-4.297, 4.137, -3.398], [-4.962, 4.631, 0.728], [-3.461, 4.015, 1.410], [-4.649, 2.896, 0.707], [-0.044, 0.503, -3.908], [0.068, 1.369, -5.453], [-1.508, 0.896, -4.822], [1.273, 3.070, -2.125], [0.704, 4.674, -2.585], [1.664, 3.730, -3.723], [-2.651, 3.545, -5.020], [-1.199, 4.397, -5.535], [-2.073, 4.942, -4.106], [4.162, -1.461, -3.663], [2.935, -0.756, -3.304], [2.835, 0.607, -3.797], [1.697, -1.488, -2.518], [0.747, -0.523, -1.881], [0.887, -2.477, -3.568], [1.313, -2.789, -4.922], [-0.441, -2.958, -3.218], [2.471, -2.481, -1.416], [1.888, -3.739, -0.984], [3.256, -1.807, -0.392], [5.020, -1.033, -3.136], [4.352, -1.370, -4.735], [4.084, -2.513, -3.405], [3.691, 1.194, -3.458], [1.925, 1.061, -3.412], [2.820, 0.634, -4.891], [2.212, -2.236, -5.179], [0.525, -2.518, -5.630], [1.517, -3.857, -5.036], [-0.673, -2.692, -2.187], [-0.502, -4.045, -3.325], [-1.201, -2.515, -3.871], [1.433, -4.251, -1.828], [1.127, -3.606, -0.200], [2.676, -4.378, -0.584], [3.642, -0.864, -0.780], [4.099, -2.436, -0.100], [2.665, -1.589, 0.512], [-1.435, 2.791, 3.664], [-1.899, 2.024, 2.655], [-2.917, 1.165, 2.955], [-1.403, 2.080, 1.523], [-1.875, 2.832, 4.567], [-0.677, 3.421, 3.472], [-3.469, 1.305, 3.785], [-3.413, 0.794, 2.161]],
  "atomic_forces_ev_per_a": [[-0.3, -0.4, -0.2], [-0.3, 0.0, -0.4], [0.5, 0.0, 0.5], [0.0, 0.0, -0.1], [0.1, 0.4, -0.5], [0.0, -0.2, 0.3], [0.1, 0.3, -0.1], [0.3, -0.1, 0.3], [-0.1, -0.2, 0.2], [0.0, 0.1, 0.1], [0.1, 0.1, -0.4], [-0.1, -0.1, 0.0], [0.0, -0.1, -0.1], [0.0, 0.0, 0.0], [0.0, 0.0, 0.0], [0.0, 0.0, 0.0], [-0.1, -0.1, -0.1], [0.1, 0.1, 0.0], [-0.3, -0.1, -0.1], [0.0, 0.0, 0.0], [0.0, 0.0, 0.0], [0.0, 0.0, 0.0], [0.0, 0.0, 0.0], [0.0, 0.0, 0.0], [0.0, 0.0, 0.0], [0.0, 0.0, 0.0], [0.0, 0.0, 0.0], [0.0, 0.0, 0.0], [0.0, 0.0, 0.0], [0.1, 0.0, 0.0], [-0.1, -0.4, -0.1], [-0.4, 0.2, 0.1], [0.3, 0.0, 0.1], [0.3, -0.1, -0.2], [0.1, 0.5, -0.1], [-0.3, -0.2, -0.1], [0.1, 0.2, 0.2], [-0.2, -0.2, -0.1], [0.2, -0.1, 0.2], [0.0, 0.0, 0.0], [0.0, 0.0, 0.0], [0.0, 0.0, 0.0], [0.0, 0.0, 0.0], [0.0, 0.0, 0.0], [0.0, 0.0, 0.0], [0.0, 0.0, -0.1], [0.1, 0.0, 0.1], [0.0, 0.0, 0.0], [-0.1, 0.0, 0.0], [0.0, 0.0, 0.0], [0.0, 0.0, 0.0], [0.0, 0.0, 0.0], [-0.1, 0.0, 0.0], [0.0, 0.0, 0.0], [0.0, 0.0, 0.0], [0.0, 0.0, 0.0], [0.0, 0.0, 0.0], [0.1, 0.1, 0.0], [-0.1, -0.1, 0.2], [0.0, 0.0, 0.0], [0.3, -0.7, -0.4], [-0.2, 0.3, 0.3], [0.0, 0.3, 0.4], [0.1, -0.1, 0.0], [0.0, 0.0, -0.1], [-0.2, 0.4, -0.2], [0.1, 0.0, -0.1], [0.0, 0.0, 0.0], [0.0, 0.0, 0.0], [0.0, 0.0, 0.0], [0.0, 0.0, 0.0], [0.0, 0.0, 0.0], [0.1, 0.1, 0.0], [0.0, 0.0, 0.0], [0.0, 0.0, 0.0], [0.0, 0.0, 0.0], [0.0, 0.0, 0.0], [0.0, 0.0, 0.0], [0.0, 0.0, 0.0], [0.0, 0.0, 0.0], [0.0, 0.0, 0.0], [0.0, 0.0, 0.0], [0.0, 0.0, 0.0], [0.0, 0.0, 0.0], [0.0, 0.0, 0.0], [0.0, -0.1, -0.1], [0.0, -0.1, 0.1], [-0.1, 0.2, -0.2], [-0.1, -0.1, 0.0], [0.1, 0.0, 0.4], [0.0, 0.0, 0.0], [0.0, 0.0, -0.1], [0.0, 0.0, 0.0], [0.0, 0.1, 0.0]],
  "mulliken_charge": [5.413, 0.233, -0.546, -0.351, -0.456, 0.150, 0.498, -0.788, 0.237, -1.261, -0.130, -1.056, 0.292, -0.983, -0.586, -1.017, -0.518, 0.034, -0.548, 0.462, 0.569, 0.641, -0.548, 0.503, 0.598, 0.569, 0.453, 0.520, 0.581, 0.526, -1.011, 0.343, -0.990, -0.932, -0.287, 0.304, -0.485, -0.664, -1.063, 0.422, 0.290, 0.304, 0.363, 0.311, 0.262, 0.446, 0.153, 0.245, -0.334, 0.462, 0.442, -0.124, 0.389, 0.422, 0.305, 0.405, 0.269, -1.297, 0.681, -0.371, -0.753, -1.011, 0.693, -1.030, -1.329, 0.137, -0.838, -0.936, 0.308, 0.447, 0.368, 0.213, -0.462, 0.277, 0.308, 0.297, 0.291, 0.229, 0.413, 0.324, 0.297, 0.141, 0.386, 0.066, 0.463, 0.176, -0.383, 0.295, -0.340, -0.673, 0.165, 0.278, 0.221, 0.205]
}

---

Entry 2:
{
  "formula": "C28H37BBrF4N3OPtSb",
  "method": "ωB97M-V/def2-TZVPD",
  "homo_lumo_gap_ev": [5.23, 5.23],
  "total_charge": 3,
  "e_above_lowest_kcal_mol": 30.5,
  "species": ["Pt", "O", "C", "C", "C", "N", "C", "Br", "C", "H", "H", "H", "H", "C", "C", "C", "C", "C", "C", "C", "C", "N", "C", "C", "C", "C", "N", "C", "C", "C", "C", "C", "C", "C", "C", "H", "H", "H", "H", "H", "H", "H", "H", "H", "H", "H", "H", "H", "H", "H", "H", "H", "H", "H", "H", "H", "H", "H", "H", "F", "B", "F", "F", "F", "C", "Sb", "C", "C", "H", "H", "H", "H", "H", "H", "H", "H", "H"],
  "positions_angstrom": [[-0.032, -0.319, -0.075], [-1.994, -5.348, 3.157], [-1.457, -4.291, 2.592], [-0.346, -3.593, 3.093], [0.099, -2.488, 2.412], [-0.469, -2.041, 1.282], [-1.493, -2.748, 0.805], [-2.112, -2.133, -0.886], [-2.040, -3.852, 1.391], [-1.555, -5.623, 3.975], [0.152, -3.909, 4.000], [0.946, -1.928, 2.791], [-2.872, -4.386, 0.954], [-1.634, 0.354, 3.286], [-0.945, 1.657, 3.041], [-1.389, 2.786, 3.690], [-0.770, 4.018, 3.496], [0.330, 4.152, 2.653], [0.827, 3.067, 1.968], [1.972, 3.270, 1.026], [0.194, 1.797, 2.192], [0.777, 0.705, 1.579], [1.950, 0.237, 1.851], [2.675, 0.594, 3.100], [2.598, -0.634, 0.832], [3.999, -1.074, 1.063], [1.894, -0.903, -0.218], [2.591, -1.482, -1.351], [3.471, -0.635, -2.041], [3.625, 0.829, -1.728], [4.222, -1.197, -3.067], [4.112, -2.544, -3.374], [3.241, -3.355, -2.664], [2.459, -2.845, -1.634], [1.580, -3.761, -0.836], [-2.082, 0.356, 4.278], [-0.954, -0.490, 3.230], [-2.437, 0.207, 2.559], [-2.234, 2.716, 4.361], [-1.156, 4.890, 4.009], [0.788, 5.123, 2.519], [1.692, 4.023, 0.288], [2.264, 2.378, 0.475], [2.843, 3.651, 1.563], [2.043, 1.148, 3.787], [3.549, 1.204, 2.848], [3.055, -0.307, 3.586], [4.058, -1.596, 2.021], [4.664, -0.210, 1.133], [4.354, -1.732, 0.276], [2.711, 1.275, -1.330], [3.901, 1.377, -2.628], [4.427, 1.004, -1.007], [4.903, -0.569, -3.628], [4.716, -2.967, -4.167], [3.177, -4.410, -2.899], [1.606, -4.764, -1.255], [0.543, -3.430, -0.847], [1.903, -3.830, 0.206], [-2.645, 2.769, 0.869], [-2.075, 2.220, -0.214], [-2.833, 2.139, -1.342], [-0.792, 2.657, -0.516], [-1.835, 0.686, 0.211], [0.623, -0.683, -3.892], [-0.311, 0.663, -2.562], [-2.312, 0.428, -3.198], [0.449, 2.571, -2.998], [0.245, -0.400, -4.878], [0.319, -1.706, -3.680], [1.702, -0.592, -3.882], [-2.507, 1.292, -3.833], [-3.014, 0.431, -2.373], [-2.356, -0.490, -3.782], [0.412, 2.682, -4.082], [1.476, 2.638, -2.652], [-0.171, 3.321, -2.514]],
  "atomic_forces_ev_per_a": [[-0.5, -0.2, 0.3], [0.0, 0.0, 0.0], [0.0, 0.0, 0.0], [0.0, 0.0, 0.0], [0.0, -0.1, 0.0], [-0.1, 0.1, 0.2], [0.1, -0.1, 0.1], [0.3, 0.1, -0.1], [0.0, 0.0, -0.1], [0.0, 0.0, 0.0], [0.0, 0.0, 0.0], [0.0, 0.0, 0.0], [0.0, 0.0, 0.0], [0.0, 0.0, 0.0], [0.2, -0.1, -0.1], [0.0, 0.1, 0.0], [0.0, 0.0, 0.0], [-0.1, 0.0, 0.0], [-0.2, -0.2, 0.0], [0.0, 0.0, 0.0], [-0.3, 0.5, 0.0], [0.4, -0.2, -0.8], [-0.1, 0.0, 0.2], [0.0, 0.0, 0.0], [-0.1, 0.0, 0.0], [0.0, 0.0, 0.0], [0.2, -0.1, 0.1], [-0.1, 0.0, 0.0], [0.0, -0.1, -0.1], [0.0, 0.0, 0.0], [0.0, 0.0, 0.0], [0.0, 0.0, 0.0], [0.0, 0.0, 0.0], [0.1, 0.0, -0.1], [0.0, 0.0, 0.0], [0.0, 0.0, 0.0], [0.0, 0.0, 0.0], [0.0, 0.0, 0.0], [0.0, 0.0, 0.0], [0.0, 0.0, 0.0], [0.0, 0.0, 0.0], [0.0, 0.0, 0.0], [0.0, 0.0, 0.0], [0.0, 0.0, 0.0], [0.0, 0.0, 0.0], [0.0, 0.0, 0.0], [0.0, 0.0, 0.0], [0.0, 0.0, 0.0], [0.0, 0.0, 0.0], [0.0, 0.0, 0.0], [0.0, 0.0, 0.0], [0.0, 0.0, 0.0], [0.0, 0.0, 0.0], [0.0, 0.0, 0.0], [0.0, 0.0, 0.0], [0.0, 0.0, 0.0], [0.0, 0.0, 0.0], [-0.1, 0.0, 0.0], [0.0, 0.0, 0.0], [0.2, -0.1, -0.1], [-0.5, 0.5, 0.0], [0.0, 0.3, 0.5], [0.0, -0.1, 0.4], [0.1, -0.3, 0.0], [0.0, 0.0, 0.0], [0.5, 0.3, -0.1], [0.0, -0.3, 0.0], [-0.1, 0.1, -0.2], [0.0, 0.0, 0.0], [0.0, 0.0, 0.0], [0.1, 0.0, 0.0], [0.0, 0.0, 0.0], [0.0, -0.1, -0.2], [0.1, 0.0, 0.0], [0.1, 0.0, 0.0], [0.0, 0.0, 0.0], [0.1, -0.1, -0.1]],
  "mulliken_charge": [3.002, -0.469, 0.382, -0.612, -0.680, -0.132, 0.149, -0.033, -0.531, 0.348, 0.447, 0.470, 0.559, -1.400, 1.628, -1.008, -0.841, -0.934, 1.876, -1.511, -1.062, -0.155, 0.374, -2.009, 1.852, -2.077, 0.410, -0.633, 1.207, -0.873, -1.014, -1.133, -1.205, 0.790, -0.922, 0.618, 0.100, 0.238, 0.566, 0.471, 0.574, 0.535, -0.339, 0.470, 0.477, 0.398, 0.512, 0.538, 0.412, 0.392, -0.607, 0.654, 0.287, 0.552, 0.471, 0.519, 0.617, 0.090, 0.232, -0.211, -0.376, -0.255, -0.038, -0.201, -1.150, 0.731, -1.343, -1.086, 0.593, 0.382, 0.310, 0.487, 0.443, 0.503, 0.550, 0.289, 0.334]
}

---

Entry 3:
{
  "formula": "C16H15NO5PPt",
  "method": "ωB97M-V/def2-TZVPD",
  "s2": 2.016,
  "multiplicity": 3,
  "homo_lumo_gap_ev": [4.87, 6.05],
  "total_charge": -1,
  "species": ["Pt", "O", "C", "C", "O", "C", "C", "O", "C", "O", "O", "C", "C", "C", "C", "C", "C", "C", "C", "N", "H", "H", "H", "H", "H", "H", "C", "P", "C", "C", "H", "H", "H", "H", "H", "H", "H", "H", "H"],
  "positions_angstrom": [[-0.588, 0.511, 0.686], [-4.385, 1.783, -4.171], [-3.544, 1.293, -3.262], [-2.351, 0.449, -3.313], [-2.120, -0.623, -4.023], [-1.954, 0.284, -1.924], [-2.475, 1.339, -1.296], [-2.166, 1.982, 0.019], [-3.368, 2.055, -1.885], [-4.346, 3.195, -1.536], [-0.829, -0.211, -1.789], [0.732, -1.020, 0.843], [1.637, -1.338, -0.331], [0.968, -2.761, -0.984], [1.635, -3.406, -1.992], [2.769, -2.944, -2.695], [3.468, -1.625, -2.334], [2.598, -0.967, -1.446], [3.297, -3.492, -3.717], [3.932, -4.148, -4.354], [1.449, -0.437, 1.464], [0.609, -1.757, 1.509], [0.062, -3.122, -0.603], [1.321, -4.166, -2.772], [4.103, -0.923, -2.887], [2.974, 0.148, -0.797], [1.103, 2.119, 2.692], [-0.360, 1.126, 2.608], [-1.324, 2.490, 2.983], [-0.064, 0.066, 3.888], [0.764, 2.129, 4.178], [0.985, 3.305, 2.133], [2.173, 1.501, 2.499], [-1.398, 3.105, 3.692], [-2.186, 1.518, 3.664], [-1.801, 3.605, 2.727], [-0.329, 0.549, 5.040], [0.339, -0.835, 3.821], [-1.332, -0.777, 3.663]],
  "atomic_forces_ev_per_a": [[-2.9, -1.0, -5.4], [3.8, -3.1, 4.1], [-3.6, 5.4, -4.5], [-2.3, -5.5, -1.0], [-0.3, 2.4, -0.4], [4.0, -0.2, -5.6], [-1.2, 7.1, 10.9], [2.0, -3.7, -1.7], [-6.5, 2.4, -3.2], [4.1, -4.1, -0.9], [1.0, -1.2, 4.0], [4.3, 5.4, -1.2], [-2.6, -7.6, -6.9], [3.6, 3.5, 1.1], [0.3, -0.3, -3.0], [-0.5, 8.4, 7.2], [-5.4, -1.7, 0.5], [0.6, 5.0, 8.5], [0.8, -2.1, -2.3], [3.1, -3.1, -4.3], [0.3, 0.0, 0.1], [-1.1, -3.6, 1.5], [-1.1, -0.4, 0.6], [-1.1, 0.0, 2.2], [0.2, -1.2, -0.1], [-0.3, -2.5, -3.0], [2.8, 1.5, 2.2], [2.2, 3.5, -2.3], [-6.6, -3.6, -1.5], [-8.1, 0.6, 5.3], [2.2, 1.0, -3.9], [0.6, -3.9, 1.9], [-2.8, 2.1, 0.6], [2.4, 3.1, 8.5], [0.8, 3.1, -2.3], [0.0, -3.3, -3.0], [1.2, -1.7, -3.4], [3.1, -3.4, -0.3], [2.7, 2.5, 0.8]],
  "mulliken_charge": [0.375, -0.661, 0.302, -0.014, -0.669, 0.530, 0.095, -0.766, 0.605, -0.384, -0.587, -1.514, 0.825, -0.549, -0.446, 0.717, -0.793, -0.196, 0.138, -0.563, 0.371, 0.740, 0.400, 0.220, 0.323, 0.056, -0.617, 0.336, -0.981, -1.037, 0.186, 0.231, 0.261, 0.622, 0.158, 0.198, 0.299, 0.507, 0.281]
}

---

Entry 4:
{
  "formula": "C5H11O2",
  "method": "ωB97M-V/def2-TZVPD",
  "homo_lumo_gap_ev": 7.78,
  "total_charge": -1,
  "e_above_lowest_kcal_mol": 28.3,
  "species": ["C", "C", "O", "O", "H", "H", "H", "C", "C", "C", "H", "H", "H", "H", "H", "H", "H", "H"],
  "positions_angstrom": [[2.286, 1.375, -1.155], [2.419, 0.993, 0.345], [2.248, -0.233, 0.666], [2.707, 1.976, 1.077], [2.036, 2.421, -1.209], [1.483, 0.848, -1.699], [3.190, 1.125, -1.738], [-1.552, -0.385, -0.214], [-2.614, -0.841, 0.765], [-0.293, -1.126, 0.309], [-1.866, -0.677, -1.211], [-1.476, 0.725, -0.215], [-2.480, -0.222, 1.601], [-2.778, -1.803, 1.092], [-0.327, -2.269, 0.432], [0.544, -0.786, -0.339], [-3.557, -0.415, 0.277], [0.032, -0.705, 1.216]],
  "atomic_forces_ev_per_a": [[-0.4, -0.8, -0.5], [0.2, -0.7, 0.5], [0.9, 1.9, -0.4], [-0.2, -0.7, -0.1], [0.3, 0.5, -0.2], [0.1, -0.2, 0.4], [-0.1, 0.3, 0.4], [0.5, -2.2, 1.2], [-2.7, 4.4, -2.4], [0.7, 0.2, -2.7], [0.4, -0.2, -0.4], [0.2, -0.8, 0.2], [0.1, 0.6, 1.7], [0.2, -2.4, 0.1], [-0.3, 1.7, -0.5], [-0.3, -1.1, 0.4], [0.3, -0.9, 1.0], [0.1, 0.4, 1.4]],
  "mulliken_charge": [-0.807, 0.592, -0.743, -0.732, 0.255, 0.257, 0.220, -0.145, -1.259, -1.010, 0.315, 0.209, 0.338, 0.397, 0.276, 0.201, 0.291, 0.344]
}

---

Question: Which formula does entry 2 have?
Answer: C28H37BBrF4N3OPtSb